{"formula": "C28H71F3IN5O15S", "method": "wB97M-V/def2-TZVPD", "symbols": ["C", "C", "N", "C", "C", "C", "N", "O", "C", "C", "I", "C", "C", "C", "N", "C", "C", "N", "C", "C", "O", "N", "C", "C", "S", "O", "O", "C", "F", "F", "F", "H", "H", "H", "H", "H", "H", "H", "H", "H", "H", "H", "H", "H", "H", "H", "H", "H", "H", "H", "H", "H", "H", "H", "H", "H", "H", "H", "C", "O", "H", "H", "H", "H", "C", "O", "H", "H", "H", "H", "C", "O", "H", "H", "H", "H", "C", "O", "H", "H", "H", "H", "C", "O", "H", "H", "H", "H", "C", "O", "H", "H", "H", "H", "C", "O", "H", "H", "H", "H", "C", "O", "H", "H", "H", "H", "C", "O", "H", "H", "H", "H", "C", "O", "H", "H", "H", "H", "C", "O", "H", "H", "H", "H"], "coordinates": [[4.705071, -0.429623, -0.002699], [4.046269, -1.791392, -0.293952], [2.908727, -1.835909, -1.191146], [1.767300, -1.010998, -1.050447], [1.412305, -0.981327, 0.438922], [0.580749, -1.638738, -1.889982], [0.589933, -3.071909, -1.917985], [-0.646306, -1.215561, -1.311026], [-1.759410, -0.949736, -2.123717], [-1.613794, 0.285268, -2.990734], [-2.244784, -2.597224, -3.491331], [-2.954969, -0.790044, -1.181066], [-2.801838, -0.840854, 0.203618], [-3.919309, -0.658018, 1.026133], [-5.143642, -0.422711, 0.568817], [-5.287464, -0.387990, -0.756894], [-4.246969, -0.562845, -1.662395], [2.032982, 0.466796, -1.496337], [1.060096, 1.479229, -1.023554], [1.642103, 2.284283, 0.141219], [1.419405, 1.968302, 1.272518], [2.473082, 3.344075, -0.224367], [3.461778, 3.665036, 0.801085], [1.734622, 4.525572, -0.712779], [2.475843, 0.672512, -3.062230], [3.410155, -0.339375, -3.447623], [1.369494, 0.988285, -3.919042], [3.488623, 2.230961, -3.089800], [4.138318, 2.198902, -4.263464], [2.718476, 3.311872, -3.087429], [4.381522, 2.296023, -2.119742], [4.621874, 0.241511, -0.853776], [4.300911, 0.058764, 0.888547], [5.772512, -0.588918, 0.175745], [4.823806, -2.409943, -0.742970], [3.820181, -2.280277, 0.662410], [3.148432, -2.084787, -2.131500], [0.429112, -0.575769, 0.640440], [1.450658, -2.010064, 0.806339], [2.130546, -0.385973, 1.000121], [0.652403, -1.297027, -2.927741], [1.241487, -3.443495, -2.592931], [0.781739, -3.463501, -1.004930], [-2.570958, 0.462708, -3.482452], [-1.426092, 1.157141, -2.356865], [-0.863800, 0.181442, -3.770697], [-1.843001, -1.022849, 0.663689], [-3.771029, -0.732481, 2.096577], [-6.289494, -0.204184, -1.129758], [-4.456384, -0.531771, -2.724737], [0.160492, 0.988762, -0.662644], [0.761786, 2.143872, -1.838075], [4.272239, 4.227016, 0.333610], [3.047562, 4.262609, 1.620594], [3.868278, 2.743630, 1.215422], [2.147720, 4.869287, -1.663724], [1.857402, 5.349780, -0.007852], [0.676035, 4.307202, -0.852714], [-8.609625, -1.687961, 2.183086], [-7.683462, -1.340425, 3.210241], [-9.589913, -1.766579, 2.647517], [-8.638631, -0.920069, 1.406376], [-8.352619, -2.646679, 1.726198], [-6.814250, -1.269092, 2.793645], [-3.895277, 2.854988, -5.590086], [-4.014437, 1.622647, -4.889207], [-2.979937, 3.328794, -5.243700], [-3.823317, 2.700177, -6.669498], [-4.735962, 3.521544, -5.381859], [-4.820619, 1.190612, -5.185794], [-8.670148, 2.128923, 2.438278], [-7.896447, 1.739191, 3.557338], [-8.628963, 3.215012, 2.380276], [-8.270305, 1.719135, 1.504765], [-9.718388, 1.828429, 2.538236], [-7.928790, 0.776785, 3.616506], [-2.170289, -2.927742, 4.072630], [-2.142337, -1.662730, 3.426846], [-3.156007, -3.357145, 3.904839], [-1.425821, -3.614159, 3.657480], [-2.003804, -2.834333, 5.149846], [-1.272563, -1.265653, 3.548744], [7.676730, -3.814803, 0.573967], [6.657770, -3.955265, -0.416189], [7.374732, -3.006305, 1.234570], [7.786406, -4.732294, 1.157341], [8.633443, -3.559130, 0.113429], [6.913972, -4.667892, -1.007967], [4.686762, 7.367875, -1.476070], [3.269343, 7.495222, -1.551758], [4.937204, 7.277486, -0.421130], [5.040459, 6.481796, -2.006216], [5.193070, 8.249672, -1.877658], [3.028323, 7.574070, -2.479034], [3.783452, 6.169504, -5.353707], [4.540107, 5.470383, -4.375056], [3.866808, 7.230014, -5.124075], [4.170047, 6.003866, -6.362269], [2.727132, 5.886803, -5.327891], [4.482221, 4.531042, -4.572713], [-6.833258, -4.728712, 4.033679], [-5.442076, -4.511103, 4.279156], [-6.917856, -5.599315, 3.388253], [-7.365615, -4.932868, 4.963528], [-7.273813, -3.862552, 3.537045], [-5.371780, -3.741751, 4.852028], [9.251186, -1.393054, -2.091526], [9.990147, -1.268840, -0.877009], [8.228524, -1.652519, -1.827167], [9.248708, -0.450887, -2.644730], [9.664108, -2.183699, -2.723815], [10.894170, -1.045722, -1.115488], [1.693429, 0.136176, 4.232390], [0.493097, -0.196923, 3.540374], [1.525942, 1.101030, 4.702882], [1.932928, -0.598504, 5.005090], [2.535625, 0.224437, 3.541647], [0.658064, -1.029838, 3.084964], [-5.526260, -6.746023, 7.061859], [-6.661833, -7.145288, 6.306288], [-5.755835, -5.769744, 7.482692], [-5.320022, -7.439080, 7.882401], [-4.637187, -6.651234, 6.434108], [-6.479294, -8.005204, 5.918336]], "forces_ev_per_a": [[0.085, -0.109, 0.005], [0.579, 0.154, 0.180], [-0.139, -0.084, 0.106], [0.137, -0.377, 0.508], [0.036, 0.119, 0.080], [0.227, -0.195, -0.270], [-0.250, 0.055, 0.122], [0.029, 0.223, -0.213], [-0.219, 0.140, 0.514], [-0.414, 0.028, -0.169], [-0.053, -0.133, -0.105], [0.019, -0.168, 0.289], [-0.293, 0.091, -0.171], [0.439, -0.085, -0.237], [-0.099, -0.193, 0.082], [0.285, 0.054, -0.308], [-0.050, 0.094, 0.254], [-0.281, 0.041, -0.458], [-0.348, 0.361, 0.152], [-0.074, 0.255, -0.968], [0.153, -0.495, 1.053], [-0.104, -0.003, 0.485], [0.073, 0.183, -0.064], [0.501, 0.076, -0.576], [-0.166, 0.001, 0.088], [-0.145, -0.072, 0.037], [0.198, 0.053, 0.054], [-0.013, -0.159, -0.080], [0.046, 0.099, -0.014], [0.045, -0.089, -0.071], [0.055, 0.006, -0.016], [-0.012, 0.021, 0.048], [-0.075, 0.070, -0.161], [-0.069, 0.010, 0.079], [-0.228, -0.124, -0.072], [-0.138, 0.035, -0.117], [0.097, 0.225, -0.121], [-0.034, 0.051, -0.025], [-0.052, 0.027, -0.084], [-0.001, -0.083, -0.058], [-0.014, 0.054, 0.033], [0.024, -0.004, 0.036], [0.111, -0.016, -0.049], [0.140, 0.040, -0.060], [0.165, -0.104, -0.034], [0.120, 0.045, 0.166], [-0.029, -0.045, -0.023], [-0.123, 0.091, -0.012], [-0.007, -0.011, 0.026], [0.038, -0.006, 0.051], [0.005, -0.069, -0.108], [0.113, -0.077, 0.010], [-0.031, 0.014, 0.010], [-0.027, -0.066, -0.019], [-0.001, 0.036, -0.043], [-0.100, 0.065, 0.193], [-0.235, -0.102, 0.086], [-0.001, 0.027, 0.081], [0.127, 0.065, 0.055], [0.063, 0.079, -0.136], [-0.011, -0.005, -0.001], [-0.045, -0.027, -0.027], [-0.042, -0.007, -0.015], [-0.012, 0.107, -0.010], [-0.008, -0.057, 0.031], [-0.126, 0.052, -0.081], [0.010, 0.010, -0.004], [0.027, 0.006, -0.003], [0.013, 0.018, 0.016], [0.030, -0.039, 0.021], [0.092, -0.020, 0.067], [-0.128, 0.013, -0.027], [-0.015, 0.013, -0.021], [-0.004, 0.007, -0.016], [-0.010, 0.004, -0.014], [0.112, -0.143, 0.016], [0.000, 0.084, -0.037], [0.080, -0.164, -0.053], [0.016, -0.027, -0.022], [-0.003, -0.019, 0.006], [0.001, -0.009, 0.007], [-0.107, 0.245, 0.237], [-0.009, -0.114, -0.235], [0.029, 0.021, 0.043], [-0.003, 0.015, 0.003], [0.011, 0.038, 0.060], [0.038, 0.064, 0.109], [-0.021, 0.011, -0.004], [-0.076, -0.031, 0.019], [0.066, 0.015, -0.027], [0.004, 0.014, 0.016], [-0.003, -0.002, -0.025], [0.008, 0.006, 0.011], [0.004, -0.045, 0.007], [0.014, -0.061, 0.054], [-0.039, 0.026, -0.064], [0.010, 0.028, -0.015], [-0.002, 0.023, -0.005], [-0.009, 0.006, -0.003], [0.039, 0.005, 0.016], [0.125, 0.130, 0.063], [-0.047, -0.012, 0.007], [0.046, -0.022, 0.003], [-0.058, -0.048, -0.037], [-0.069, -0.032, 0.004], [0.006, -0.002, -0.012], [0.155, 0.043, 0.151], [-0.075, -0.062, -0.152], [-0.007, -0.002, 0.024], [-0.071, -0.030, -0.058], [-0.058, 0.004, -0.050], [0.011, 0.009, 0.104], [-0.089, 0.092, -0.010], [0.024, -0.419, 0.042], [0.021, 0.018, -0.005], [-0.006, -0.004, 0.009], [-0.009, 0.040, -0.006], [0.100, 0.115, -0.147], [-0.021, -0.016, -0.073], [0.012, -0.057, 0.068], [0.007, 0.011, 0.012], [-0.004, 0.010, 0.011], [0.000, 0.026, 0.000], [-0.010, 0.024, -0.017]], "mulliken_charge": [-0.769, -0.610, -0.037, 0.487, -3.424, -1.174, -0.298, 0.335, -0.425, -0.965, 0.085, 1.200, -0.612, -0.775, -0.425, -0.808, -0.276, 0.668, 0.220, -1.323, -0.591, 0.842, -1.043, -1.015, 1.311, -0.776, -0.608, 0.599, -0.277, -0.189, -0.215, 0.019, 0.101, 0.495, 0.490, 0.007, 0.521, 0.749, 0.612, 0.707, 0.923, 0.286, 0.295, 0.512, 0.076, 0.331, 0.530, 0.539, 0.363, 0.382, -0.539, 1.634, 0.284, 0.370, 0.224, 0.141, 0.380, 0.439, -0.646, -0.569, 0.301, 0.200, 0.325, 0.311, -0.603, -0.414, 0.212, 0.276, 0.263, 0.255, -0.462, -0.530, 0.263, 0.139, 0.244, 0.364, -0.444, -0.317, 0.058, 0.268, 0.311, 0.289, -0.563, -0.430, 0.218, 0.309, 0.234, 0.261, -0.559, -0.486, 0.262, 0.182, 0.315, 0.266, -0.679, -0.400, 0.248, 0.326, 0.280, 0.248, -0.152, -0.481, 0.253, 0.255, -0.144, 0.273, -0.396, -0.510, 0.045, 0.315, 0.269, 0.291, -0.522, -0.499, 0.230, 0.303, 0.113, 0.225, -0.521, -0.482, 0.195, 0.308, 0.243, 0.278], "total_charge": 0, "largest_force_ha_per_bohr": 0.0228, "gap_ha": 0.330, "e_tot_ha": -3507.0905, "smiles": "CCN[C@](C)([C@@H](N)O[C@@](C)(I)c1ccncc1)N(CC(=O)N(C)C)S(=O)(=O)C(F)(F)F.CO.CO.CO.CO.CO.CO.CO.CO.CO.CO.CO"}